1.
Entry from OMol25: 2 unconnected molecules or ions with the total composition C5H9N2 at a distorted geometry (ωB97M-V with the def2-TZVPD basis set).

Each line ends with the natural charge from an NBO analysis.
CARTESIAN COORDINATES (ANGSTROEM)
C (-1.933, 1.532, 0.766)  0.059
C (-1.430, 0.449, 0.564)  -0.212
C (2.213, 0.535, -0.152)  0.325
C (-1.590, -1.601, -0.859)  -0.672
C (-0.917, -0.780, 0.208)  0.196
N (1.290, -0.219, -0.701)  -0.713
N (1.976, 1.157, 1.005)  -0.792
H (-2.258, 2.528, 1.089)  0.280
H (3.162, 0.735, -0.765)  0.209
H (-1.068, -2.469, -1.018)  0.252
H (-2.553, -1.661, -0.434)  0.284
H (-1.894, -1.100, -1.807)  0.281
H (-0.303, -1.229, 1.053)  0.269
H (1.605, -0.618, -1.518)  0.371
H (2.621, 1.940, 1.178)  0.443
H (1.079, 0.802, 1.392)  0.420

DFT total energy (eV): -8300.1950
Energy relative to the best compared isomer or geometry (same formula, charge and spin) (eV): 5.537
Gap between HOMO and LUMO (eV): 7.8
LUMO (eV): -6.0
Total charge: +1

2.
Entry from OMol25: a molecular structure, C52H56ILuN5OP2Se at a distorted geometry (ωB97M-V with the def2-TZVPD basis set).

Each line ends with the Löwdin charge.
CARTESIAN COORDINATES (ANGSTROEM)
Lu (0.274, 0.315, 0.019)  1.149
N (2.222, 0.747, -1.866)  0.047
C (3.260, 1.434, -1.146)  -0.263
C (4.543, 0.904, -1.120)  -0.057
C (5.552, 1.523, -0.400)  -0.097
C (5.278, 2.682, 0.304)  -0.070
C (4.014, 3.238, 0.244)  -0.024
C (2.987, 2.649, -0.495)  -0.160
C (1.679, 3.344, -0.611)  -0.230
C (1.730, 4.721, -0.848)  -0.043
C (0.576, 5.478, -0.896)  -0.079
C (-0.641, 4.860, -0.677)  -0.092
C (-0.681, 3.490, -0.464)  -0.201
C (0.450, 2.649, -0.447)  -0.250
H (2.649, 0.002, -2.419)  0.076
H (1.776, 1.404, -2.510)  0.089
H (4.753, -0.012, -1.664)  0.111
H (6.542, 1.089, -0.378)  0.114
H (6.049, 3.156, 0.890)  0.107
H (3.815, 4.147, 0.791)  0.119
H (2.686, 5.200, -1.019)  0.114
H (0.629, 6.540, -1.080)  0.104
H (-1.557, 5.436, -0.669)  0.106
H (-1.666, 3.060, -0.273)  0.065
C (-2.494, -0.975, -3.751)  -0.055
C (-1.548, 0.182, -4.062)  -0.359
C (-0.127, -0.310, -4.320)  -0.071
C (-1.563, 1.280, -2.966)  -0.259
C (-2.540, 2.425, -3.312)  -0.073
O (-3.521, 2.347, -2.300)  0.008
C (-3.115, 1.445, -1.392)  -0.354
N (-2.022, 0.818, -1.637)  0.115
C (-4.104, 1.382, -0.297)  -0.129
C (-5.428, 1.538, -0.727)  -0.010
C (-6.462, 1.741, 0.163)  -0.048
C (-6.185, 1.853, 1.515)  -0.049
C (-4.890, 1.668, 1.955)  -0.093
C (-3.843, 1.385, 1.078)  -0.296
P (-2.226, 0.907, 1.812)  1.037
C (-2.026, 2.188, 3.119)  -0.383
C (-2.575, 2.065, 4.394)  -0.104
C (-2.317, 3.020, 5.358)  -0.068
C (-1.511, 4.108, 5.067)  -0.069
C (-0.978, 4.245, 3.798)  -0.063
C (-1.227, 3.292, 2.829)  -0.124
C (-2.850, -0.466, 2.891)  -0.394
C (-1.949, -0.959, 3.841)  -0.157
C (-2.282, -2.024, 4.657)  -0.064
C (-3.528, -2.622, 4.548)  -0.078
C (-4.425, -2.151, 3.603)  -0.082
C (-4.087, -1.094, 2.772)  -0.106
H (-2.488, -1.685, -4.576)  0.086
H (-3.514, -0.621, -3.615)  0.082
H (-2.184, -1.488, -2.844)  0.034
H (-1.897, 0.659, -4.983)  0.130
H (0.314, -0.677, -3.400)  0.021
H (0.489, 0.496, -4.712)  0.082
H (-0.133, -1.114, -5.052)  0.086
H (-0.547, 1.673, -2.857)  0.114
H (-3.030, 2.304, -4.281)  0.132
H (-2.073, 3.414, -3.269)  0.133
H (-5.638, 1.506, -1.786)  0.123
H (-7.471, 1.844, -0.203)  0.113
H (-6.973, 2.066, 2.220)  0.114
H (-4.672, 1.740, 3.010)  0.101
H (-3.184, 1.211, 4.656)  0.101
H (-2.739, 2.904, 6.345)  0.107
H (-1.285, 4.833, 5.833)  0.107
H (-0.347, 5.087, 3.559)  0.111
H (-0.770, 3.395, 1.855)  0.063
H (-0.987, -0.484, 3.957)  0.016
H (-1.568, -2.369, 5.388)  0.112
H (-3.807, -3.442, 5.192)  0.107
H (-5.408, -2.592, 3.520)  0.110
H (-4.818, -0.757, 2.051)  0.104
I (1.338, 0.628, 2.703)  0.263
Se (-0.327, -4.372, -2.334)  0.721
C (-0.024, -2.742, -1.776)  -0.942
N (0.166, -1.667, -1.363)  -0.073
N (-2.117, -4.886, 0.251)  0.115
C (-3.027, -3.785, 0.659)  -0.139
C (-2.438, -2.413, 0.301)  -0.253
N (-1.203, -2.063, 0.980)  0.000
H (-2.618, -5.774, 0.162)  0.161
H (-1.365, -5.008, 0.935)  0.147
H (-1.611, -4.679, -0.726)  -0.033
H (-3.222, -3.850, 1.732)  0.116
H (-3.971, -3.905, 0.129)  0.135
H (-3.189, -1.659, 0.543)  0.092
H (-2.272, -2.374, -0.778)  0.077
H (-0.473, -2.742, 0.784)  0.020
H (-1.346, -2.025, 1.990)  0.050
C (1.900, -3.834, 1.047)  -0.262
P (2.547, -2.148, 0.578)  0.952
C (3.753, -2.774, -0.667)  -0.375
C (3.454, -2.687, -2.022)  -0.130
C (4.324, -3.199, -2.968)  -0.077
C (5.509, -3.794, -2.570)  -0.076
C (5.820, -3.873, -1.224)  -0.067
C (4.947, -3.373, -0.276)  -0.084
C (3.674, -1.854, 1.996)  -0.485
C (3.507, -2.412, 3.257)  -0.128
C (4.319, -2.013, 4.304)  -0.082
C (5.292, -1.048, 4.113)  -0.075
C (5.461, -0.489, 2.859)  -0.068
C (4.659, -0.890, 1.811)  -0.138
H (2.733, -4.478, 1.327)  0.055
H (1.395, -4.270, 0.185)  -0.002
H (1.207, -3.762, 1.885)  0.023
H (2.527, -2.227, -2.343)  0.063
H (4.075, -3.134, -4.017)  0.107
H (6.192, -4.196, -3.303)  0.107
H (6.746, -4.330, -0.906)  0.109
H (5.194, -3.443, 0.773)  0.108
H (2.736, -3.144, 3.451)  0.091
H (4.180, -2.454, 5.279)  0.104
H (5.903, -0.717, 4.940)  0.106
H (6.207, 0.273, 2.697)  0.105
H (4.774, -0.435, 0.841)  0.067

DFT total energy (eV): -189975.3633
Energy relative to the best compared isomer or geometry (same formula, charge and spin) (eV): 0.000
Gap between HOMO and LUMO (eV): 7.5
LUMO (eV): -2.5
Total charge: +1

3.
Entry from OMol25: a molecular structure, CH6N2O at a distorted geometry (ωB97M-V with the def2-TZVPD basis set).

Each line ends with the natural charge from an NBO analysis.
CARTESIAN COORDINATES (ANGSTROEM)
C (1.075, 0.796, -0.389)  -0.517
N (-1.039, -1.642, 0.351)  -0.503
N (-0.799, 0.560, -0.006)  -0.314
O (-0.866, -0.372, 0.958)  -0.270
H (1.470, 0.885, -1.460)  0.213
H (1.208, 1.738, 0.184)  0.186
H (1.424, -0.052, 0.240)  0.194
H (-0.132, -1.962, 0.087)  0.328
H (-1.566, -1.363, -0.519)  0.345
H (-0.776, 1.412, 0.554)  0.337

DFT total energy (eV): -6156.8457
Energy relative to the best compared isomer or geometry (same formula, charge and spin) (eV): 5.650
Gap between HOMO and LUMO (eV): 9.9
LUMO (eV): 1.1
Total charge: 0

4.
Entry from OMol25: a single C6H15N molecule at a distorted geometry (ωB97M-V with the def2-TZVPD basis set).

Each line ends with the natural charge from an NBO analysis.
CARTESIAN COORDINATES (ANGSTROEM)
C (-1.907, 0.173, 1.656)  -0.613
C (-2.120, -0.732, 0.461)  -0.402
C (-1.706, -0.132, -0.883)  -0.393
C (-0.287, 0.449, -0.916)  -0.386
C (0.846, -0.507, -0.446)  -0.422
C (2.230, 0.057, -0.677)  -0.222
N (2.828, 0.677, 0.537)  -0.849
H (-2.355, 1.147, 1.469)  0.206
H (-0.853, 0.290, 1.931)  0.198
H (-2.317, -0.308, 2.548)  0.214
H (-3.171, -1.014, 0.439)  0.204
H (-1.620, -1.704, 0.541)  0.194
H (-2.353, 0.739, -1.032)  0.194
H (-1.830, -0.788, -1.714)  0.203
H (-0.066, 0.718, -1.953)  0.200
H (-0.224, 1.306, -0.267)  0.195
H (0.663, -1.489, -0.879)  0.201
H (0.607, -0.694, 0.604)  0.195
H (2.901, -0.762, -0.920)  0.189
H (2.186, 0.849, -1.423)  0.185
H (3.662, 0.185, 0.809)  0.357
H (2.176, 0.721, 1.307)  0.352

DFT total energy (eV): -7955.0197
Energy relative to the best compared isomer or geometry (same formula, charge and spin) (eV): 0.747
Gap between HOMO and LUMO (eV): 10.1
LUMO (eV): 1.1
Total charge: 0